## P
ORCA calculation (the ωB97M-V functional and the def2-TZVPD basis) on a cluster of 11 separate species, C41H84F6N13O11S2 in total.

```
! RIJCOSX wB97M-V def2-TZVPD def2/J DEFGRID3
* xyz 7 1
C -17.51107 1.65275 -6.33814
C -16.28293 1.18010 -5.60322
O -15.44692 1.85731 -5.06840
N -16.16801 -0.31626 -5.55018
H -16.98589 -0.82262 -5.20612
H -15.94117 -0.54175 -6.52190
C -14.90913 -0.84659 -4.84367
H -18.42258 1.08563 -6.14798
H -17.40528 1.71746 -7.43029
H -17.70888 2.70485 -6.14192
H -14.08625 -0.24356 -5.21414
H -14.84377 -1.87318 -5.19699
H -15.00247 -0.73354 -3.76808
C -16.29971 9.42584 -4.00130
C -16.37594 9.56057 -5.48125
O -17.26091 9.18050 -6.17271
N -15.06906 9.87088 -6.22708
H -14.40226 9.11439 -6.07947
H -15.31744 9.78336 -7.21957
C -14.38772 11.17156 -5.81723
H -16.41239 10.39404 -3.50388
H -15.31680 9.10616 -3.64896
H -17.06285 8.75101 -3.62327
H -13.94689 11.01392 -4.83650
H -15.04569 12.03843 -5.82706
H -13.60612 11.40667 -6.53739
C -12.39448 2.30979 -6.18660
C -11.21052 2.02856 -5.27657
O -11.14799 2.40320 -4.16046
N -10.03874 1.20108 -5.87310
H -10.41920 0.25480 -5.90523
H -9.75903 1.58747 -6.77240
C -8.79894 1.22948 -4.97477
H -13.08621 1.47118 -6.25071
H -12.04013 2.41337 -7.21841
H -12.93265 3.24423 -6.04810
H -8.00703 0.59559 -5.37392
H -9.07347 0.84041 -3.99875
H -8.40473 2.24239 -4.98249
C -17.66586 6.15572 -12.69737
C -18.44163 5.58474 -13.85505
O -18.82106 4.48723 -14.03744
N -18.76126 6.66187 -14.90102
H -19.66059 6.31575 -15.25871
H -19.06965 7.59761 -14.63359
C -17.72138 6.69804 -16.03296
H -16.63797 6.23454 -13.07292
H -17.45875 5.38646 -11.95345
H -18.02637 7.05325 -12.20473
H -17.81995 5.71129 -16.47368
H -16.77259 6.94458 -15.56233
H -17.99799 7.57595 -16.61243
C -20.07238 6.09342 -4.73987
C -20.92903 5.43421 -5.81868
O -21.49127 6.05786 -6.65448
N -21.25978 3.99222 -5.61370
H -20.38911 3.45704 -5.63364
H -21.61380 3.83910 -4.66690
C -22.32382 3.48418 -6.59152
H -19.83061 7.08795 -5.10634
H -19.08613 5.61823 -4.73159
H -20.45113 5.99560 -3.72419
H -22.33312 2.39944 -6.65560
H -22.26576 3.95218 -7.56692
H -23.25380 3.78460 -6.10946
C -13.24246 6.51198 1.48936
C -14.51967 6.73811 0.69892
N -14.84317 5.49165 -0.03246
C -15.91165 4.69571 0.23561
C -15.91957 3.67504 -0.64643
N -14.85533 3.86425 -1.48556
C -14.12924 4.96991 -1.04819
C -14.37037 2.91963 -2.52004
H -12.91026 7.33709 2.11505
H -12.38363 6.18033 0.89979
H -13.36955 5.63022 2.12192
H -14.55126 7.60126 0.03485
H -15.40645 6.87289 1.31906
H -16.55997 4.89255 1.07513
H -16.59157 2.84029 -0.75601
H -13.18591 5.35801 -1.39287
H -14.44129 3.49647 -3.44285
H -14.96995 2.01870 -2.50658
H -13.29224 2.81652 -2.40890
C -24.40067 8.62273 -9.94671
C -23.17783 7.69860 -9.61854
N -22.00116 8.38132 -9.12848
C -20.67359 8.09395 -9.36798
C -19.91014 8.79015 -8.47244
N -20.76798 9.47496 -7.69091
C -22.03226 9.24175 -8.08238
C -20.42809 10.28148 -6.52189
H -24.94049 8.25523 -10.81204
H -23.91029 9.58942 -10.07477
H -25.05860 8.76245 -9.09012
H -22.84543 7.33940 -10.59539
H -23.39744 6.80543 -9.03535
H -20.25349 7.52321 -10.17847
H -18.85121 8.78220 -8.27439
H -22.95869 9.45831 -7.57341
H -20.86586 11.26912 -6.66884
H -19.35922 10.47857 -6.48158
H -20.71843 9.92585 -5.53522
C -11.69188 8.93932 -11.64989
C -13.01336 8.48020 -11.02893
N -13.84677 9.67017 -10.60945
C -13.63715 10.61867 -9.63894
C -14.46335 11.67350 -9.78351
N -15.19009 11.38975 -10.90202
C -14.84775 10.19912 -11.38396
C -16.27572 12.21684 -11.40112
H -11.93644 9.77950 -12.29856
H -11.13636 8.07077 -11.99344
H -11.07100 9.40377 -10.88002
H -12.80889 7.87009 -10.15116
H -13.65815 7.93937 -11.71833
H -12.77476 10.44370 -9.01258
H -14.61186 12.62174 -9.29407
H -15.32906 9.67848 -12.19436
H -17.16942 11.59647 -11.46258
H -16.01710 12.56160 -12.40129
H -16.49111 13.05826 -10.74895
C -16.97696 1.04217 -12.12831
C -15.79113 1.08611 -11.17099
N -14.91488 2.18993 -11.48702
C -14.94308 3.46428 -11.02984
C -13.80096 4.14140 -11.38589
N -13.10931 3.21810 -12.14820
C -13.75153 2.03463 -12.20807
C -11.85949 3.45655 -12.85217
H -17.68737 0.26817 -11.83801
H -16.76513 0.79466 -13.16836
H -17.44979 2.01921 -12.03278
H -15.23176 0.15067 -11.22484
H -16.12653 1.16145 -10.13706
H -15.76907 3.80227 -10.42147
H -13.41755 5.14419 -11.34209
H -13.49855 1.08299 -12.64911
H -11.93371 3.48514 -13.93493
H -11.20641 2.65639 -12.49786
H -11.35784 4.31995 -12.41715
C -16.53657 5.80241 -7.48840
F -15.55555 5.49101 -6.62236
F -16.88261 4.67922 -8.09892
F -17.58556 6.27014 -6.80184
S -15.95629 7.01876 -8.92537
O -17.07900 7.17940 -9.82932
O -15.63226 8.30126 -8.31070
O -14.89040 6.28730 -9.59014
C -19.89403 4.36936 -10.14383
F -19.90862 4.13083 -11.43814
F -18.92644 5.27696 -9.88804
F -21.06274 4.91322 -9.77619
S -19.53486 2.81286 -9.12511
O -20.58203 1.91309 -9.50396
O -18.16704 2.49718 -9.57252
O -19.63334 3.20373 -7.72912
*
```

Values from the calculation:
* LUMO energy: -13.71 eV
* molar mass: 1113.325 g mol⁻¹
* HOMO-LUMO gap: 8.24 eV

Results of the Löwdin charge analysis, in e, for atoms 1 through 4: 0.02, -0.35, 0.12, 0.11

## Q
ORCA calculation (the ωB97M-V functional and the def2-TZVPD basis) on a cluster of 11 separate species, C41H84F6N13O11S2 in total.

```
! RIJCOSX wB97M-V def2-TZVPD def2/J DEFGRID3
* xyz 7 1
C 2.70389 5.59520 -10.10340
C 2.86880 5.45444 -11.64344
O 3.90516 5.09987 -12.15368
N 1.56212 5.32795 -12.49217
H 1.80069 4.84934 -13.34900
H 0.89925 4.78862 -11.95383
C 0.94522 6.74290 -12.80507
H 3.69094 5.45941 -9.66135
H 2.02429 4.83395 -9.72034
H 2.31083 6.60155 -9.95899
H 1.58060 7.30858 -13.48653
H 0.79045 7.15854 -11.80937
H -0.03604 6.49785 -13.21151
C 2.94419 11.82989 -19.47686
C 1.88993 11.95163 -20.57355
O 0.68035 12.11962 -20.50898
N 2.50757 11.84619 -22.00386
H 3.50576 11.79151 -22.14783
H 2.13859 10.94441 -22.26984
C 2.07754 13.07786 -22.83326
H 2.53126 11.98637 -18.48031
H 3.65926 12.64783 -19.56496
H 3.34931 10.81896 -19.43218
H 1.07478 13.47113 -22.66623
H 2.21977 12.79958 -23.87750
H 2.73101 13.90961 -22.57009
C 12.46033 15.22513 -18.24884
C 12.22988 16.40352 -19.10794
O 12.63235 17.54167 -18.82472
N 11.14417 16.19217 -20.25557
H 11.02472 15.21005 -20.45872
H 10.27641 16.56577 -19.89849
C 11.44520 17.01063 -21.54995
H 12.75009 14.33844 -18.81269
H 11.68466 14.95785 -17.53122
H 13.29048 15.56700 -17.63072
H 12.29581 16.57878 -22.07727
H 11.55525 18.08529 -21.40468
H 10.51856 16.76843 -22.07031
C 16.03474 5.13786 -15.21549
C 17.00798 4.44192 -16.18113
O 16.71417 3.45180 -16.89190
N 18.48025 4.81522 -16.06002
H 18.78402 5.01648 -15.11805
H 19.01666 3.99729 -16.31173
C 18.95864 5.92707 -16.97205
H 16.43803 5.02438 -14.20922
H 15.01342 4.76663 -15.30032
H 15.94446 6.16702 -15.56301
H 20.03284 6.08790 -17.06330
H 18.34662 6.82298 -16.86775
H 18.85264 5.34323 -17.88638
C 11.19170 1.72324 -8.99136
C 12.61811 1.18777 -8.77720
O 13.62198 1.40784 -9.45249
N 12.65970 -0.10750 -7.91431
H 11.76547 -0.27636 -7.47619
H 12.75462 -0.85326 -8.58880
C 13.70280 -0.06489 -6.82720
H 11.42066 2.63005 -9.55116
H 10.65888 2.03300 -8.09233
H 10.51034 1.07308 -9.54012
H 13.28429 -0.41177 -5.88241
H 14.03205 0.95145 -6.61099
H 14.55727 -0.68412 -7.10023
C 10.58775 0.00250 -16.27028
C 9.87508 1.30121 -16.66926
N 10.38938 1.97222 -17.83873
C 10.78759 1.40729 -19.08793
C 10.89519 2.38558 -20.12123
N 10.75638 3.61234 -19.46845
C 10.48148 3.36583 -18.13262
C 10.66357 4.91589 -20.05937
H 11.59797 0.30915 -15.99914
H 10.75431 -0.76964 -17.02138
H 10.18728 -0.60923 -15.46187
H 9.84888 1.97394 -15.81203
H 8.83233 1.04440 -16.85587
H 10.87856 0.34547 -19.26305
H 10.95882 2.28689 -21.19482
H 10.15090 4.14825 -17.46558
H 10.24670 4.82184 -21.06210
H 11.62529 5.42335 -19.98393
H 9.99470 5.55154 -19.47916
C 12.56498 14.88900 -6.35262
C 13.95024 15.33471 -6.80369
N 14.62086 14.38071 -7.63256
C 15.72688 13.61393 -7.29488
C 16.20615 12.87727 -8.42071
N 15.30926 13.15948 -9.44985
C 14.36903 14.05053 -8.90756
C 15.30658 12.52797 -10.77909
H 12.04237 15.64344 -5.76457
H 12.77503 14.04548 -5.69499
H 11.92167 14.50349 -7.14359
H 14.56929 15.57339 -5.93887
H 13.84633 16.23081 -7.41551
H 16.14304 13.77728 -6.31176
H 17.01136 12.16801 -8.54308
H 13.53456 14.39415 -9.50084
H 14.86591 11.55064 -10.58222
H 16.30954 12.26852 -11.11799
H 14.70001 12.99192 -11.55686
C 9.71959 7.93925 -7.15929
C 10.80493 8.85292 -6.66486
N 12.06778 8.14330 -6.62282
C 12.74786 7.59394 -7.70681
C 13.90803 6.99296 -7.21146
N 13.86103 7.06853 -5.82898
C 12.83952 7.89494 -5.49509
C 14.90530 6.69314 -4.91092
H 9.86033 7.87831 -8.23845
H 8.73469 8.31048 -6.87599
H 9.86250 7.01254 -6.60350
H 10.51836 9.17305 -5.66311
H 11.01060 9.73620 -7.26952
H 12.48854 7.83754 -8.72652
H 14.73138 6.54065 -7.74428
H 12.56188 8.09588 -4.47091
H 14.95257 7.41790 -4.09816
H 15.88562 6.67226 -5.38699
H 14.78376 5.70810 -4.46035
C 3.49694 15.22712 -10.06278
C 2.76843 15.97360 -9.00489
N 2.10537 17.22742 -9.48180
C 1.37073 17.40251 -10.64968
C 1.12688 18.78140 -10.73730
N 1.76744 19.36684 -9.67629
C 2.20485 18.39009 -8.80809
C 1.82844 20.75656 -9.44457
H 4.36057 15.82407 -10.35584
H 2.87653 14.98534 -10.92576
H 3.78136 14.21987 -9.75840
H 3.42960 16.29344 -8.19951
H 1.91353 15.44751 -8.58006
H 1.10810 16.61095 -11.33587
H 0.57839 19.33636 -11.48401
H 2.74609 18.50681 -7.88080
H 1.75112 20.87125 -8.36337
H 1.02180 21.26319 -9.97444
H 2.82192 21.06972 -9.76553
C 4.09082 4.06529 -19.48647
F 4.51183 5.16515 -20.11046
F 4.40625 2.94209 -20.14504
F 4.60061 4.05238 -18.27226
S 2.16553 4.14996 -19.30032
O 1.81814 5.52424 -19.53444
O 1.54872 3.26614 -20.31663
O 1.94811 3.67166 -17.92959
C 7.81780 9.81262 -14.78716
F 7.58061 8.95445 -15.83526
F 7.80696 11.03098 -15.32400
F 6.91406 9.64871 -13.80152
S 9.57183 9.45801 -14.18859
O 9.82267 10.30484 -13.01678
O 9.57329 8.01661 -13.93894
O 10.37947 9.71397 -15.36047
*
```

Values from the calculation:
* LUMO energy: -11.48 eV
* molar mass: 1113.325 g mol⁻¹
* HOMO-LUMO gap: 2.85 eV

Results of the Löwdin charge analysis, in e, for atoms 1 through 4: 0.04, -0.33, 0.16, 0.11

Most stable: Q

## P
ORCA calculation (the ωB97M-V functional and the def2-TZVPD basis) on the ion C10H14NO with charge +1.

```
! RIJCOSX wB97M-V def2-TZVPD def2/J DEFGRID3
* xyz 1 1
C -3.43526 -0.76571 0.58796
C -3.17131 0.59943 0.69978
C -2.49858 -1.63522 -0.00499
C -1.95333 1.08366 0.33973
C -1.29050 -1.10631 -0.55193
C -0.99947 0.25682 -0.29809
C 1.10292 1.53340 0.28744
C 1.70201 0.35438 0.89364
C 0.83845 0.30228 -1.96103
C 3.03223 -0.21352 0.67483
N 0.32785 0.69168 -0.66675
O 2.77189 -1.63161 0.65708
H -4.42934 -1.06515 0.90343
H -3.78658 1.35449 1.10756
H -2.85571 -2.70619 0.09192
H -1.56143 2.00518 0.47941
H -0.49681 -1.61434 -1.03910
H 0.53181 2.02566 0.92135
H 1.69368 2.09402 -0.35113
H 1.13658 -0.21951 1.45336
H 0.06022 -0.09624 -2.48993
H 1.22725 1.24196 -2.42018
H 1.62386 -0.30285 -1.77849
H 3.56335 -0.00293 1.57209
H 3.53894 -0.03534 -0.27826
H 3.32729 -2.14803 1.17029
*
```

Values from the calculation:
* LUMO energy (alpha / beta): -5.39 / -5.40 eV
* molar mass: 164.228 g mol⁻¹
* HOMO-LUMO gap (alpha / beta): 7.04 / 7.03 eV

Results of the Löwdin charge analysis, in e, for atoms 1 through 4: -0.06, -0.06, -0.03, -0.01

## Q
ORCA calculation (the ωB97M-V functional and the def2-TZVPD basis) on the ion C10H14NO with charge +1.

```
! RIJCOSX wB97M-V def2-TZVPD def2/J DEFGRID3
* xyz 1 1
C -2.13964 -1.86381 -0.02148
C -0.87719 -1.15228 -0.50624
O 0.40678 -2.05919 -0.17930
C 1.44176 -1.19185 -0.22851
C 2.78682 -1.46812 0.02638
C 3.64650 -0.44129 0.22018
C 3.21855 0.86518 0.09006
C 1.95767 1.20986 -0.20726
C 1.03387 0.11358 -0.22590
N -0.46350 0.23199 -0.03719
C -0.68060 0.71050 1.33172
C -1.02231 1.26450 -1.00070
H -2.73912 -1.05205 0.36281
H -1.83434 -2.49215 0.81363
H -2.68243 -2.62406 -0.71243
H -0.84248 -1.15465 -1.52475
H 3.31993 -2.44223 -0.05347
H 4.69001 -0.74727 0.47593
H 4.00830 1.62844 0.12020
H 1.53807 2.20951 -0.09419
H -0.01078 1.59559 1.52394
H -1.71890 0.81920 1.56135
H -0.20855 -0.20148 2.00396
H -1.99249 1.57118 -0.41441
H -0.39344 2.14863 -1.03774
H -1.29253 1.00589 -2.05016
*
```

Values from the calculation:
* LUMO energy: -2.70 eV
* molar mass: 164.228 g mol⁻¹
* HOMO-LUMO gap: 10.04 eV
* SMILES: C[C@@H]1Oc2ccccc2[N+]1(C)C

Results of the Löwdin charge analysis, in e, for atoms 1 through 4: 0.02, -0.15, 0.05, -0.24

Most stable: Q